Run one
{"formula": "C6H23NO6", "method": "ωB97M-V/def2-TZVPD", "total_charge": 0, "gap_ev": 8.9, "e_homo_ev": -8.590, "symbols": ["O", "O", "O", "O", "O", "O", "N", "C", "C", "C", "C", "C", "C", "H", "H", "H", "H", "H", "H", "H", "H", "H", "H", "H", "H", "H", "H", "H", "H", "H", "H", "H", "H", "H", "H", "H"], "xyz": [[-4.414, 2.516, 2.876], [1.903, 1.901, 1.417], [-5.349, 2.115, -4.547], [4.120, -1.226, 0.591], [-3.781, -3.366, -0.779], [-4.339, 0.805, -1.048], [2.009, 0.132, -1.021], [2.046, -1.326, -0.940], [2.790, -1.733, 0.366], [1.379, 1.298, 2.622], [0.750, 0.721, -0.409], [1.014, 2.109, 0.280], [5.111, -1.682, -0.320], [0.703, 0.453, 2.489], [-4.191, -3.832, -0.050], [-5.315, 2.347, 3.152], [2.647, -1.814, -1.708], [-4.323, -0.150, -0.978], [5.918, -2.266, 0.124], [0.773, 2.004, 3.190], [-0.058, 0.773, -1.138], [0.100, 2.487, 0.737], [0.494, -0.017, 0.351], [2.160, -1.413, 1.195], [-4.896, 1.952, -3.720], [-3.875, 2.074, 3.533], [1.331, 2.915, -0.382], [-6.018, 1.432, -4.593], [-4.120, 1.114, -0.169], [2.761, 0.321, -0.374], [-3.808, -3.988, -1.506], [2.240, 1.075, 3.252], [5.570, -0.797, -0.760], [1.056, -1.768, -1.055], [4.743, -2.347, -1.101], [2.868, -2.819, 0.422]]}

=====

Run two
{"formula": "C6H23NO6", "method": "ωB97M-V/def2-TZVPD", "total_charge": 0, "gap_ev": 9.2, "e_homo_ev": -8.495, "symbols": ["O", "O", "O", "O", "O", "O", "N", "C", "C", "C", "C", "C", "C", "H", "H", "H", "H", "H", "H", "H", "H", "H", "H", "H", "H", "H", "H", "H", "H", "H", "H", "H", "H", "H", "H", "H"], "xyz": [[0.554, 2.316, 2.609], [-2.034, 0.305, 0.229], [0.227, 0.456, 1.574], [-2.268, 0.764, 3.032], [-0.121, -1.454, 1.208], [-0.111, 1.487, -2.175], [1.299, -0.609, -0.978], [1.908, 0.524, -1.813], [1.995, -1.282, 0.109], [-1.319, -2.127, 1.022], [-1.248, 1.513, -2.985], [1.046, -2.117, 0.862], [0.985, 0.955, -2.855], [2.642, -2.085, -0.246], [-1.349, -3.108, 1.495], [-1.719, 1.539, 3.150], [2.808, 0.105, -2.265], [-1.277, 0.503, 0.780], [1.443, 1.669, -3.539], [2.206, 1.213, -1.023], [0.141, -0.332, 1.037], [-1.514, -2.421, -0.009], [-2.106, -1.520, 1.470], [1.441, -2.578, 1.768], [2.604, -0.567, 0.662], [-1.239, 1.921, -3.996], [-2.019, 2.013, -2.401], [0.812, -3.064, 0.376], [0.619, 0.085, -3.401], [-1.600, 0.483, -3.040], [0.219, 2.062, 1.749], [1.448, 1.973, 2.629], [-2.301, 1.153, -0.126], [-0.564, 0.466, 2.114], [0.348, -0.387, -0.720], [-1.957, 0.146, 3.694]]}

=====

Pick run one: it beats the second-best structure by 287.8 kJ/mol.

=====

Run one
{"formula": "CH6N5S", "method": "ωB97M-V/def2-TZVPD", "total_charge": 1, "gap_ev": [7.9, 7.9], "e_homo_ev": [-14.119, -14.118], "symbols": ["S", "N", "N", "N", "N", "N", "C", "H", "H", "H", "H", "H", "H"], "xyz": [[-2.076, 1.395, -0.049], [-2.468, -1.198, -0.078], [1.185, 1.753, 0.297], [1.226, 0.571, 0.102], [-0.346, -0.721, 0.318], [1.999, -0.387, -0.288], [-1.507, -0.319, 0.062], [-3.481, -1.063, -0.353], [-2.436, -2.234, 0.129], [2.682, -0.243, -0.980], [2.035, 2.291, 0.115], [1.337, -1.201, -0.062], [-0.913, 2.079, 0.201]]}

=====

Run two
{"formula": "CH6N5S", "method": "ωB97M-V/def2-TZVPD", "total_charge": 1, "gap_ev": [8.2, 8.2], "e_homo_ev": [-13.414, -13.414], "symbols": ["S", "N", "N", "N", "N", "N", "C", "H", "H", "H", "H", "H", "H"], "xyz": [[0.105, 2.416, 0.168], [0.132, 0.067, -0.841], [2.701, 1.573, 0.516], [-0.695, -0.691, -0.297], [-2.007, -0.836, -0.729], [-0.132, -1.329, 0.780], [1.592, 1.942, 0.321], [-2.480, -1.623, -0.244], [0.823, -1.625, 0.604], [-0.493, -1.142, 1.716], [3.231, 0.718, 0.423], [-0.218, 0.472, -1.655], [-2.558, 0.058, -0.761]]}

=====

Pick run two: it beats the second-best structure by 135.2 kJ/mol.

=====

Run one
{"formula": "C4H14O2S", "method": "ωB97M-V/def2-TZVPD", "total_charge": 0, "gap_ev": 9.0, "e_homo_ev": -8.318, "symbols": ["S", "O", "O", "C", "C", "C", "C", "H", "H", "H", "H", "H", "H", "H", "H", "H", "H", "H", "H", "H", "H"], "xyz": [[-1.370, -0.206, -0.147], [-1.294, 0.982, -5.297], [2.362, -2.353, 3.084], [-2.256, -1.910, 0.244], [-0.068, 0.177, 1.127], [0.834, 2.045, -0.289], [1.108, 0.713, 0.349], [0.182, -0.600, 1.836], [2.744, -2.185, 3.998], [1.747, 2.575, -0.243], [-2.221, 1.065, -5.545], [-3.361, -1.576, 0.184], [-2.008, -2.649, -0.490], [1.898, 0.774, 1.111], [-2.016, -2.108, 1.370], [-0.868, 1.468, -4.513], [0.346, 1.989, -1.233], [1.453, -0.115, -0.266], [0.219, 2.743, 0.390], [-0.437, 1.094, 1.786], [3.005, -1.922, 2.543]]}

=====

Run two
{"formula": "C4H14O2S", "method": "ωB97M-V/def2-TZVPD", "total_charge": 0, "gap_ev": 9.4, "e_homo_ev": -9.131, "symbols": ["S", "O", "O", "C", "C", "C", "C", "H", "H", "H", "H", "H", "H", "H", "H", "H", "H", "H", "H", "H", "H"], "xyz": [[1.027, -2.579, 2.397], [1.502, 1.687, 0.503], [0.847, 2.415, -2.481], [-1.603, -0.074, -1.562], [-1.178, 0.044, -0.078], [-0.137, -1.201, 1.974], [-0.428, -1.152, 0.472], [-2.150, 0.102, 0.526], [2.249, 1.590, 1.076], [1.761, 2.300, -2.828], [-2.095, -1.079, -1.802], [2.278, -2.123, 2.226], [0.513, -1.415, 0.008], [-0.559, 0.973, 0.172], [-1.053, -2.022, 0.312], [-0.709, 0.000, -2.195], [0.930, 2.247, -1.563], [1.625, 1.042, -0.175], [0.515, -0.362, 2.231], [-1.026, -1.115, 2.673], [-2.307, 0.721, -1.885]]}

=====

Run three
{"formula": "C4H14O2S", "method": "ωB97M-V/def2-TZVPD", "total_charge": 0, "gap_ev": 9.1, "e_homo_ev": -8.318, "symbols": ["S", "O", "O", "C", "C", "C", "C", "H", "H", "H", "H", "H", "H", "H", "H", "H", "H", "H", "H", "H", "H"], "xyz": [[0.715, 0.361, -0.748], [2.179, 0.415, 3.630], [-1.448, -4.097, -2.278], [0.276, -0.531, -2.373], [-0.882, 1.294, -0.616], [-0.306, 1.601, 1.847], [-1.385, 1.189, 0.823], [-1.764, 0.214, 1.109], [-1.649, 1.088, -1.358], [-0.665, 2.338, -0.850], [-1.873, -3.345, -2.665], [0.479, 0.860, 1.983], [-1.961, -4.366, -1.511], [-0.774, -0.472, -2.661], [3.099, 0.144, 3.630], [0.736, 0.103, -3.113], [2.201, 1.317, 3.973], [0.625, -1.548, -2.254], [0.130, 2.582, 1.716], [-2.250, 1.844, 1.017], [-0.847, 1.448, 2.801]]}

=====

Pick run two: it beats the second-best structure by 12.8 kJ/mol.